Entry 1:
Formula: C2H8N2
Source: OMol25
Level of theory: the ωB97M-V functional and the def2-TZVPD basis

Total charge: -1
ΔE to the lowest compared entry with this formula, charge and spin (kcal per mole): 39.86
Spin multiplicity: 2
LUMO level (spin up / spin down) (eV): 4.37 / 4.54

Each atom is followed by the atoms it is bonded to, with distances in Å.
Element x y z (Å)
1 C 0.46745 1.77448 -0.57625  N2 1.474, H3 1.125, H4 1.210, H5 1.099
2 N 1.77012 2.38680 -0.89548  C1 1.474, H6 0.999, H7 0.983
3 H -0.45575 2.41552 -0.53033  C1 1.125
4 H 0.54039 1.30729 0.53769  C1 1.210
5 H 0.27642 0.96942 -1.29935  C1 1.099
6 H 2.53052 1.78960 -0.64551  N2 0.999
7 H 1.75524 3.05374 -0.17368  N2 0.983
8 C -0.90861 -2.82298 0.67837  N9 1.304, H10 1.046, H11 1.109
9 N -2.10243 -3.20920 1.03362  C8 1.304, H12 1.114
10 H -0.07745 -3.08241 1.25794  C8 1.046
11 H -0.84027 -1.90549 0.05905  C8 1.109
12 H -2.95562 -2.67677 0.55393  N9 1.114


Entry 2:
Formula: C2H8N2
Source: OMol25
Level of theory: the ωB97M-V functional and the def2-TZVPD basis

SMILES string: NCCN
ΔE to the lowest compared entry with this formula, charge and spin (kcal per mole): 14.17
LUMO level (eV): 1.11

Each atom is followed by the atoms it is bonded to, with distances in Å.
Element x y z (Å)
1 C -0.23534 -0.80044 0.23214  C2 1.603, H5 1.127, H6 1.178, N11 1.465
2 C 0.23404 0.65107 -0.26125  C1 1.603, H7 1.098, H8 1.078, N12 1.475
3 H -1.80325 -0.24619 1.42481  N11 1.010
4 H -2.22106 -0.62269 -0.14913  N11 1.015
5 H -0.06057 -1.56834 -0.57449  C1 1.127
6 H 0.38103 -1.02731 1.20993  C1 1.178
7 H 0.18470 1.35264 0.58158  C2 1.098
8 H -0.54325 0.94965 -0.94521  C2 1.078
9 H 1.93362 1.62941 -0.90158  N12 1.126
10 H 2.22165 -0.02216 -0.33425  N12 1.077
11 N -1.63925 -0.86808 0.64545  C1 1.465, H3 1.010, H4 1.015
12 N 1.54769 0.57244 -0.92801  C2 1.475, H9 1.126, H10 1.077


Entry 3:
Formula: C2H8N2O
Source: OMol25
Level of theory: the ωB97M-V functional and the def2-TZVPD basis

Total charge: -1
ΔE to the lowest compared entry with this formula, charge and spin (kcal per mole): 61.76
Spin multiplicity: 2
LUMO level (spin up / spin down) (eV): 2.80 / 2.71

Each atom is followed by the atoms it is bonded to, with distances in Å.
Element x y z (Å)
1 O -6.96370 0.84668 1.95300  C2 1.237
2 C -5.83640 0.59783 1.50908  O1 1.237, H3 1.147, H4 1.157
3 H -5.18790 -0.22761 1.97220  C2 1.147
4 H -5.39440 1.37756 0.77790  C2 1.157
5 N 1.58149 -0.48077 -0.08457  C6 1.489, H8 1.089, H9 1.107
6 C 3.00655 -0.06801 -0.21001  N5 1.489, N7 1.579, H10 1.079, H11 1.074
7 N 3.29943 0.18096 -1.74163  C6 1.579, H12 1.053, H13 0.982
8 H 0.73984 0.18360 -0.27325  N5 1.089
9 H 1.45013 -1.56018 -0.29436  N5 1.107
10 H 3.17616 0.87079 0.29438  C6 1.079
11 H 3.64106 -0.87185 0.11249  C6 1.074
12 H 3.97185 -0.62284 -1.84406  N7 1.053
13 H 2.51589 -0.22614 -2.17116  N7 0.982


Number 1: DFT total energy -190.3820 Ha. Number 2: DFT total energy -190.4763 Ha. Number 3: DFT total energy -265.6291 Ha.